Record 1
This record from the Open Molecules 2025 dataset describes a cluster of 3 separate species, C15H36BO8 in total. The level of theory is wB97M-V/def2-TZVPD.

Each line ends with the natural charge from an NBO analysis.
CARTESIAN COORDINATES (ANGSTROEM)
C  -2.05  -4.98  2.76  -0.923
B  -2.70  -5.39  1.32  0.642
O  -2.63  -4.26  0.33  -0.737
C  -1.42  -4.39  -0.35  -0.085
C  -1.00  -5.88  -0.25  -0.071
O  -1.88  -6.47  0.66  -0.731
H  -2.67  -4.23  3.25  0.172
H  -1.05  -4.54  2.65  0.183
H  -1.96  -5.82  3.45  0.189
H  -3.88  -5.76  1.45  -0.159
H  -1.55  -4.09  -1.40  0.137
H  -0.66  -3.74  0.09  0.136
H  0.05  -5.96  0.08  0.127
H  -1.07  -6.38  -1.23  0.129
C  -4.30  -1.59  4.18  -0.248
O  -3.41  -0.60  3.71  -0.557
C  -2.05  -0.91  3.92  -0.094
C  -1.20  -0.39  2.77  -0.084
O  -1.34  -1.17  1.61  -0.533
C  -2.44  -0.87  0.76  -0.110
C  -2.14  0.24  -0.22  -0.089
O  -2.09  1.51  0.42  -0.554
C  -1.24  2.42  -0.23  -0.241
H  -4.29  -1.67  5.27  0.151
H  -5.30  -1.30  3.86  0.182
H  -4.06  -2.57  3.76  0.195
H  -1.90  -1.99  3.99  0.197
H  -1.70  -0.44  4.86  0.151
H  -0.15  -0.48  3.08  0.175
H  -1.42  0.67  2.59  0.185
H  -3.33  -0.65  1.35  0.192
H  -2.62  -1.79  0.20  0.237
H  -2.93  0.24  -0.99  0.163
H  -1.18  0.03  -0.71  0.169
H  -0.24  2.00  -0.38  0.168
H  -1.17  3.30  0.40  0.178
H  -1.63  2.71  -1.21  0.157
C  3.25  5.83  -0.26  -0.244
O  3.66  4.64  -0.89  -0.549
C  3.09  3.48  -0.31  -0.091
C  2.97  2.36  -1.33  -0.092
O  1.94  2.56  -2.28  -0.540
C  2.21  3.41  -3.38  -0.088
C  3.03  2.76  -4.48  -0.090
O  4.38  2.64  -4.11  -0.548
C  5.04  1.57  -4.75  -0.245
H  3.63  5.91  0.76  0.163
H  3.66  6.66  -0.85  0.188
H  2.16  5.91  -0.23  0.166
H  2.09  3.70  0.09  0.173
H  3.71  3.12  0.52  0.169
H  2.66  1.47  -0.77  0.196
H  3.93  2.17  -1.80  0.194
H  2.69  4.35  -3.06  0.193
H  1.24  3.64  -3.81  0.187
H  2.94  3.38  -5.39  0.164
H  2.60  1.78  -4.70  0.174
H  4.52  0.62  -4.59  0.169
H  6.04  1.51  -4.33  0.191
H  5.13  1.74  -5.83  0.161

Results
HOMO energy   -3.75 eV
Total charge   -1


Record 2
This record from the Open Molecules 2025 dataset describes an isolated molecule of C4H7NO at a distorted geometry. The level of theory is wB97M-V/def2-TZVPD.

Each line ends with the natural charge from an NBO analysis.
CARTESIAN COORDINATES (ANGSTROEM)
C  -0.11  -1.84  -0.19  -0.411
N  -0.60  -0.48  -0.19  -0.388
C  0.24  0.41  -0.91  -0.247
C  0.06  0.50  0.64  -0.175
C  -0.39  1.88  0.92  0.420
O  0.16  2.57  1.74  -0.529
H  -0.27  -2.19  -1.21  0.208
H  -0.66  -2.47  0.51  0.206
H  0.97  -1.91  0.02  0.173
H  1.25  0.18  -1.23  0.198
H  -0.33  0.94  -1.68  0.215
H  0.74  0.11  1.41  0.220
H  -1.08  2.29  0.16  0.111

Results
Energy relative to the best compared isomer or geometry (same formula, charge and spin)   2.984 eV
HOMO energy   -9.37 eV
SMILES   CN1C[C@H]1C=O


Record 3
This record from the Open Molecules 2025 dataset describes a cluster of 3 separate species, C19H44NO8PS2 in total at a distorted geometry. The level of theory is wB97M-V/def2-TZVPD.

Each line ends with the Mulliken charge.
CARTESIAN COORDINATES (ANGSTROEM)
C  1.14  -2.16  6.40  -1.188
C  0.88  -2.63  4.95  -0.692
C  1.58  -1.74  3.89  0.331
C  0.65  -0.77  3.16  -1.305
C  1.08  -0.59  1.70  -0.011
C  0.31  -1.62  0.86  -0.675
C  0.82  -1.84  -0.58  0.684
S  -0.66  -1.98  -1.69  -0.380
N  1.46  -0.66  -1.11  -0.165
C  2.91  -0.59  -1.13  -0.356
C  3.35  0.38  -2.23  -0.612
C  4.85  0.64  -2.11  -1.370
O  1.53  -3.08  -0.79  -0.339
C  2.16  -3.75  0.22  0.697
O  1.56  -4.52  0.97  -0.530
P  4.01  -3.70  0.49  0.623
O  4.29  -5.09  1.18  -0.542
O  4.68  -3.93  -0.92  -0.546
S  4.67  -2.23  1.53  -0.296
H  1.71  -2.90  6.92  0.311
H  1.72  -1.25  6.42  0.372
H  0.20  -1.98  6.91  0.300
H  1.28  -3.62  4.83  0.410
H  -0.18  -2.63  4.73  0.352
H  2.38  -1.16  4.32  0.508
H  2.01  -2.39  3.14  -0.505
H  -0.36  -1.16  3.19  0.458
H  0.65  0.20  3.65  0.377
H  2.15  -0.75  1.64  -0.061
H  0.80  0.38  1.32  0.413
H  0.22  -2.54  1.43  0.511
H  -0.68  -1.22  0.78  -0.142
H  -1.47  -2.74  -0.95  0.158
H  1.11  -0.48  -2.04  0.119
H  3.39  -1.54  -1.34  0.070
H  3.27  -0.18  -0.20  0.328
H  3.10  -0.06  -3.18  0.427
H  2.82  1.30  -2.07  0.416
H  5.10  1.61  -2.52  0.387
H  5.16  0.62  -1.08  0.365
H  5.41  -0.12  -2.63  0.301
H  3.94  -5.07  2.07  0.388
H  5.11  -3.10  -1.17  0.393
C  -3.88  -0.41  -0.11  -0.912
O  -2.85  0.21  0.64  -0.130
C  -2.72  1.60  0.39  -0.106
C  -3.35  2.43  1.47  -0.878
O  -4.76  2.27  1.50  -0.392
C  -5.20  1.40  2.53  -0.675
H  -4.04  -1.40  0.30  0.225
H  -4.82  0.14  -0.05  0.443
H  -3.58  -0.50  -1.16  0.241
H  -3.14  1.85  -0.59  0.175
H  -1.64  1.82  0.35  0.384
H  -3.15  3.49  1.27  0.440
H  -2.91  2.19  2.45  0.339
H  -5.13  1.89  3.51  0.326
H  -4.63  0.47  2.55  0.260
H  -6.25  1.17  2.33  0.244
C  -0.91  1.50  -3.91  -0.389
O  -0.37  2.81  -3.91  -0.334
C  -0.70  3.55  -5.07  -0.570
C  -1.84  4.52  -4.81  -0.500
O  -3.05  3.84  -4.53  -0.405
C  -3.36  3.79  -3.15  -0.760
H  -0.80  1.10  -2.90  -0.130
H  -1.97  1.49  -4.18  0.365
H  -0.35  0.86  -4.60  0.351
H  -0.96  2.88  -5.90  0.346
H  0.19  4.12  -5.36  0.381
H  -2.00  5.12  -5.71  0.397
H  -1.57  5.20  -4.00  0.314
H  -3.70  4.77  -2.79  0.407
H  -2.50  3.47  -2.55  0.280
H  -4.17  3.07  -3.02  0.273

Results
HOMO energy   -9.27 eV
SMILES   CCCCCC[C@@](S)(NCCC)OC(=O)P(O)(O)=S.COCCOC.COCCOC


Record 4
This record from the Open Molecules 2025 dataset describes a cluster of 2 separate species, C38H38N5O3S in total at a distorted geometry. The level of theory is wB97M-V/def2-TZVPD.

Each line ends with the Mulliken charge.
CARTESIAN COORDINATES (ANGSTROEM)
C  5.41  -1.01  -4.48  -0.928
N  4.33  -0.44  -3.70  0.283
C  4.07  0.89  -3.72  0.310
O  4.70  1.73  -4.36  -0.675
C  2.86  1.15  -2.81  -0.089
C  1.68  1.72  -3.59  -0.570
C  1.97  3.08  -4.19  0.552
C  1.92  3.26  -5.57  -0.348
C  2.24  4.50  -6.13  -0.612
C  2.60  5.57  -5.29  -0.430
C  2.63  5.39  -3.90  -0.716
C  2.31  4.15  -3.35  -0.279
N  2.60  -0.19  -2.26  0.618
C  1.63  -0.41  -1.35  0.116
C  1.34  -1.67  -0.82  0.739
C  0.34  -1.99  0.09  -0.997
C  0.13  -3.33  0.56  0.793
C  -0.94  -3.61  1.48  -0.288
C  -1.16  -4.89  1.96  -0.551
C  -0.33  -5.95  1.55  0.027
N  -0.54  -7.26  2.04  0.927
O  0.22  -8.19  1.67  -0.562
O  -1.49  -7.46  2.84  -0.554
C  0.73  -5.72  0.64  -0.851
C  0.95  -4.44  0.16  -0.251
C  3.50  -1.23  -2.79  -0.040
C  2.73  -2.28  -3.62  -1.459
C  4.39  -1.83  -1.70  -1.469
H  5.88  -0.23  -5.08  0.383
H  6.17  -1.47  -3.84  0.303
H  5.03  -1.79  -5.16  0.307
H  3.17  1.84  -2.01  0.348
H  1.42  1.01  -4.40  0.339
H  0.82  1.78  -2.90  0.389
H  1.66  2.41  -6.21  0.312
H  2.22  4.63  -7.21  0.371
H  2.86  6.54  -5.72  0.377
H  2.91  6.21  -3.24  0.375
H  2.32  3.99  -2.26  0.364
H  1.05  0.46  -1.03  0.711
H  1.97  -2.49  -1.17  -0.891
H  -0.32  -1.21  0.47  0.536
H  -1.58  -2.79  1.81  0.235
H  -1.97  -5.11  2.66  0.556
H  1.36  -6.56  0.34  0.469
H  1.78  -4.30  -0.53  0.327
H  2.20  -1.76  -4.43  0.319
H  3.43  -3.00  -4.04  0.480
H  1.99  -2.81  -3.01  0.424
H  4.97  -1.01  -1.23  0.360
H  3.81  -2.32  -0.91  0.405
H  5.09  -2.55  -2.13  0.464
C  0.96  4.23  4.41  -0.446
C  0.98  4.08  3.02  -0.554
C  -0.01  3.32  2.38  -0.536
C  -1.01  2.71  3.13  0.357
C  -2.12  1.91  2.46  0.372
C  -3.47  2.60  2.63  -1.116
C  -4.65  1.70  2.30  -0.589
N  -4.47  0.42  3.01  0.156
C  -5.51  -0.46  3.33  0.364
C  -5.02  -1.66  3.87  0.786
C  -5.90  -2.66  4.28  -0.456
C  -7.28  -2.44  4.15  -0.611
C  -7.76  -1.24  3.61  -0.643
C  -6.88  -0.23  3.20  -0.802
S  -3.28  -1.68  3.93  -0.240
C  -3.20  -0.05  3.21  0.530
N  -2.09  0.54  2.99  -0.672
C  -1.03  2.85  4.52  -0.262
C  -0.05  3.61  5.17  -0.726
H  1.73  4.82  4.91  0.374
H  1.77  4.55  2.42  0.370
H  -0.02  3.19  1.29  0.383
H  -1.90  1.85  1.38  0.290
H  -3.58  2.96  3.66  0.419
H  -3.50  3.48  1.98  0.422
H  -5.59  2.14  2.63  0.434
H  -4.70  1.52  1.21  0.279
H  -5.49  -3.57  4.69  0.397
H  -7.97  -3.21  4.46  0.378
H  -8.83  -1.08  3.51  0.386
H  -7.24  0.71  2.78  0.309
H  -1.82  2.35  5.10  0.321
H  -0.08  3.72  6.25  0.364

Results
Energy relative to the best compared isomer or geometry (same formula, charge and spin)   0.000 eV
HOMO energy   -9.76 eV
Total charge   +1